The following is a DFT calculation (ωB97M-V/def2-TZVPD) of a cluster of 10 separate species, C5H31NO10 in total at a distorted geometry.

```
47
Properties=species:S:1:pos:R:3:forces:R:3:mulliken_charge:R:1
C 2.6690 1.1515 -1.6560 0.507 -0.695 -1.350 -0.98
C 2.3412 -0.3102 -1.8941 -1.603 -1.220 0.201 -0.45
C 2.1230 -1.1751 -0.5730 2.100 1.030 -2.178 -1.04
N 1.5266 -0.3870 0.3910 -2.538 1.421 3.181 0.35
C 0.0867 0.0186 0.1891 0.539 -2.877 -0.186 0.58
C -0.9935 -0.7839 1.1048 1.447 1.215 0.378 -0.04
O -1.6637 0.1969 1.9608 1.284 -1.357 1.719 -0.64
H 2.2655 1.6165 -0.7657 0.412 0.071 0.076 0.20
H 3.6993 1.2799 -1.9772 0.792 0.245 1.557 0.33
H 2.3267 1.6376 -2.5288 -1.407 1.086 -0.751 0.35
H 3.1324 -0.7271 -2.4760 0.588 -0.562 -0.468 0.52
H 1.4280 -0.4216 -2.5616 0.775 0.151 0.866 0.13
H 1.5929 -2.0671 -0.7996 -0.875 -0.799 -0.314 0.28
H 3.0994 -1.5402 -0.2332 0.013 0.275 0.136 0.55
H 2.1053 0.1587 1.0746 -0.995 -0.611 -1.484 0.28
H -0.1459 1.0366 0.2819 0.304 1.707 1.093 0.35
H -0.2254 -0.0698 -0.9042 0.699 -0.781 1.101 -0.55
H -1.6380 -1.1911 0.3509 -0.916 -0.190 0.353 0.06
H -0.6291 -1.6534 1.7629 -0.181 1.415 -1.257 -0.37
H -1.1887 0.1504 2.8795 -1.484 0.514 -2.579 0.34
O 0.6330 0.8409 3.6281 -5.498 -1.444 2.549 -0.60
H 0.7766 0.1342 3.0750 1.164 -2.268 -2.002 0.33
H 1.2847 1.4257 3.5988 4.521 3.454 -0.287 0.29
O -1.4727 -4.6267 1.6116 0.274 1.174 0.450 -0.66
H -1.1360 -4.4384 2.5014 -0.009 -0.751 0.135 0.32
H -1.3396 -3.7115 1.3090 -0.258 -0.433 -0.678 0.36
O -1.3951 1.0973 -3.5742 -5.222 0.383 2.992 -0.57
H -0.8196 0.7015 -3.0060 3.094 -1.404 1.338 0.32
H -1.2197 1.3523 -4.4022 2.109 0.975 -4.362 0.23
O -4.0909 0.2787 -0.3410 7.659 8.060 3.081 -0.63
H -3.2624 0.0442 0.2294 -2.549 0.487 -1.381 0.35
H -4.5325 -0.4164 -0.4934 -5.088 -8.451 -1.572 0.22
O 0.8299 -3.0025 2.8599 -3.938 3.807 -1.452 -0.61
H 1.5506 -3.5051 2.9962 4.035 -2.570 0.561 0.26
H 1.0432 -2.2807 2.2078 0.159 -1.185 0.819 0.32
O -0.2324 3.6045 -0.3766 2.913 -4.773 -4.209 -0.57
H -0.8800 3.0033 -0.8376 1.029 1.129 0.283 0.27
H -0.7299 4.0927 0.1452 -3.634 3.786 3.918 0.28
O 2.8251 1.6790 2.0026 -1.280 -2.979 2.175 -0.68
H 2.1748 2.3329 2.0212 -1.491 1.861 -0.355 0.31
H 3.5496 1.9761 1.5543 2.916 1.457 -1.880 0.26
O -2.1166 -2.1867 -1.3299 2.089 5.606 -0.310 -0.53
H -2.5156 -1.5023 -1.9304 0.402 -1.245 0.818 0.28
H -2.5305 -2.9612 -1.4329 -2.619 -4.508 -0.856 0.23
O -2.6187 3.3249 -1.9502 1.737 2.483 -2.079 -0.65
H -2.8726 3.1472 -1.0950 -1.549 -1.280 2.471 0.32
H -2.8145 2.6759 -2.5973 -0.428 -1.407 -0.263 0.30
```
Forces are in eV/Å.

Summary:
* charge: 0
* molecular weight: 265.30 u
* structure (SMILES): CCCNCCO.O.O.O.O.O.O.O.O.O

---

The following is a DFT calculation (ωB97M-V/def2-TZVPD) of a cluster of 2 separate species, C18H33BNO9P in total at a distorted geometry.

```
63
Properties=species:S:1:pos:R:3:forces:R:3:mulliken_charge:R:1
C 3.4292 -1.8467 0.3015 -0.261 0.621 -0.539 -0.93
C 3.5477 -1.3764 -1.1971 0.002 -1.108 0.634 -0.72
C 2.2931 -1.9187 -1.9707 -0.227 1.210 0.619 0.08
C 1.2316 -0.7621 -2.0823 0.468 -0.844 -0.673 0.03
C 0.1888 -0.9792 -3.2386 0.032 0.538 0.833 -1.28
P -1.3113 -1.9429 -2.7138 -0.436 -0.001 -0.494 1.41
C -2.7063 -1.5284 -3.8985 0.585 -0.629 0.764 -1.48
C -1.8657 -1.6030 -0.9771 -0.300 -0.110 -0.305 -0.31
C -2.6435 -0.2614 -0.7799 0.468 0.027 0.200 -0.97
C -1.7255 0.9669 -0.5106 -0.498 -0.180 0.316 -0.67
C -0.7646 0.7939 0.6962 0.030 0.489 0.232 -0.42
C 0.3940 1.8682 0.7719 0.171 -1.267 -0.020 -0.50
N 0.8797 2.3564 -0.5268 -0.131 0.438 0.666 -0.57
C -1.0634 -3.8089 -2.9025 0.572 0.598 -0.575 -0.92
O 0.0042 -4.3174 -2.1492 -1.017 -0.314 -0.045 -0.39
C -0.3299 -4.5524 -0.7751 0.500 0.349 1.152 0.39
C 0.3169 -5.8431 -0.1873 -0.505 0.697 0.506 -1.38
H 4.3848 -1.7150 0.8385 -0.599 -0.015 -0.087 0.37
H 3.0939 -2.9012 0.3716 0.462 0.453 -0.135 0.27
H 2.6242 -1.2433 0.7745 0.606 -0.274 0.033 0.16
H 3.6334 -0.2729 -1.2363 -0.153 -0.560 -0.037 0.32
H 4.4897 -1.7828 -1.6183 -0.584 0.155 0.090 0.32
H 1.8293 -2.6866 -1.3208 0.388 -0.021 -0.794 -0.34
H 2.5510 -2.3258 -2.9675 -0.202 0.159 0.530 0.49
H 1.7834 0.1668 -2.3214 -0.417 -0.373 0.195 0.78
H 0.7261 -0.6621 -1.1010 0.318 0.289 -0.598 -0.65
H 0.6855 -1.4018 -4.1336 -0.465 -0.110 0.464 0.54
H -0.1729 0.0300 -3.5350 -0.143 -0.643 0.130 0.56
H -2.7569 -2.3291 -4.6632 0.087 0.587 0.277 0.47
H -3.6404 -1.5526 -3.3076 0.386 0.183 -0.440 0.46
H -2.5138 -0.5390 -4.3455 -0.263 -0.494 0.179 0.41
H -2.5497 -2.4379 -0.7060 0.452 0.303 -0.417 0.48
H -0.9824 -1.7184 -0.3233 -0.459 0.231 -0.261 -0.12
H -3.2659 -0.0694 -1.6761 0.185 -0.049 0.505 0.28
H -3.3368 -0.4160 0.0717 0.408 0.111 -0.432 0.46
H -2.4026 1.8115 -0.2590 0.424 -0.357 -0.301 0.44
H -1.2271 1.2448 -1.4606 0.008 -0.146 0.498 0.37
H -0.2853 -0.2053 0.7654 -0.357 0.378 -0.288 -0.04
H -1.3599 0.9101 1.6258 0.351 -0.189 -0.471 0.61
H 1.2531 1.3552 1.2554 -0.545 0.410 0.000 0.22
H 0.0755 2.6659 1.4541 0.241 -0.026 -0.635 0.11
H 0.3626 3.1798 -0.8065 0.036 -0.135 -0.258 0.29
H 0.8291 1.6416 -1.2385 -0.067 0.210 0.023 0.18
H -0.7946 -3.9485 -3.9714 -0.243 0.054 0.517 0.43
H -2.0409 -4.2953 -2.7125 0.395 0.154 0.042 0.50
H -1.4279 -4.5489 -0.6021 0.523 -0.182 -0.401 0.26
H 0.0540 -3.6793 -0.1956 -0.193 -0.481 -0.327 -0.05
H 1.0700 -6.2981 -0.8472 -0.463 0.168 0.152 0.32
H 0.8061 -5.5510 0.7636 -0.086 -0.282 -0.562 0.34
H -0.4895 -6.5416 0.1047 0.607 0.033 -0.464 0.36
B -0.0654 5.4526 4.5761 0.110 0.435 0.191 1.14
O -0.5676 6.0854 5.8084 0.212 0.134 -0.562 -0.51
C -0.4680 7.4053 5.6553 -0.793 -0.234 1.882 0.59
O -0.7936 8.2145 6.4778 0.093 0.004 -0.232 -0.59
C 0.1048 7.6982 4.3126 0.772 0.583 -1.783 0.59
O 0.3242 8.7856 3.8572 -0.092 -0.095 0.190 -0.60
O 0.3407 6.5496 3.6795 -0.247 -0.110 0.494 -0.48
O 1.0699 4.5513 4.8635 -0.591 -0.324 -0.332 -0.52
C 0.7324 3.3359 4.4547 2.005 -0.043 0.873 0.65
O 1.4320 2.3622 4.5385 -0.250 -0.067 -0.182 -0.63
C -0.6399 3.3774 3.8783 -1.906 0.240 -0.603 0.66
O -1.2416 2.4414 3.4149 0.112 -0.117 -0.002 -0.66
O -1.1082 4.6120 3.9469 0.484 -0.462 0.066 -0.56
```
Forces are in eV/Å.

Summary:
* charge: 0
* molecular weight: 449.25 u

---

| no. | total energy (eV) | LUMO (eV) | orbital gap (eV) |
| --- | --- | --- | --- |
| 1 | -27648.46630 | 0.2906 | 8.63 |
| 2 | -49087.14391 | -0.9512 | 7.65 |